# 1
{"formula": "C21H20ClCrN6O", "method": "wB97M-V/def2-TZVPD", "species": ["Cr", "Cl", "C", "C", "C", "C", "O", "C", "C", "N", "C", "C", "C", "C", "C", "C", "C", "C", "N", "C", "C", "H", "H", "H", "H", "H", "H", "H", "H", "H", "H", "C", "C", "C", "C", "N", "C", "N", "N", "N", "H", "H", "H", "H", "H", "H", "H", "H", "H", "H"], "positions_angstrom": [[0.7210, 0.1469, -0.4267], [4.5266, 2.7656, -6.0617], [3.4186, 2.3452, -4.7949], [2.2323, 3.0821, -4.6352], [1.3394, 2.7707, -3.6448], [1.5771, 1.7054, -2.7543], [0.6931, 1.4308, -1.8322], [2.7823, 0.9712, -2.9182], [3.1524, -0.1104, -2.0768], [2.4919, -0.5476, -1.0474], [2.9809, -1.6425, -0.2708], [4.1179, -2.3657, -0.4927], [4.4826, -3.4230, 0.3708], [3.7159, -3.7466, 1.4491], [2.5319, -3.0184, 1.7094], [1.6879, -3.2848, 2.8089], [0.5642, -2.5376, 2.9974], [0.2644, -1.5207, 2.0800], [1.0169, -1.2378, 1.0386], [2.1656, -1.9753, 0.8443], [3.6864, 1.3113, -3.9558], [2.0295, 3.9043, -5.3104], [0.4240, 3.3344, -3.5239], [4.0900, -0.5967, -2.3383], [4.7648, -2.1464, -1.3309], [5.3881, -3.9776, 0.1643], [3.9979, -4.5548, 2.1123], [1.9454, -4.0840, 3.4948], [-0.1014, -2.7141, 3.8304], [-0.6294, -0.9234, 2.2076], [4.6020, 0.7423, -4.0782], [-4.1259, 2.1024, 2.7941], [-5.0909, 1.3428, 1.8912], [-5.2849, -0.0980, 2.3526], [-4.6820, 1.4178, 0.4250], [-3.3326, 0.8912, 0.1597], [-2.1557, 1.4882, 0.2699], [-1.2291, 0.5963, 0.0366], [-1.8700, -0.5763, -0.2251], [-3.1347, -0.4071, -0.1435], [-4.5129, 2.1315, 3.8125], [-3.9818, 3.1363, 2.4665], [-3.1469, 1.6126, 2.8396], [-6.0572, 1.8530, 1.9197], [-4.3711, -0.6862, 2.2278], [-6.0784, -0.5959, 1.7921], [-5.5527, -0.1219, 3.4093], [-4.6928, 2.4470, 0.0702], [-5.3559, 0.8290, -0.1927], [-2.0045, 2.5349, 0.4800]], "forces_ev_per_a": [[0.265, 0.467, -0.341], [-0.058, -0.003, 0.044], [-0.038, 0.152, -0.131], [-0.015, 0.072, -0.056], [-0.035, 0.063, -0.063], [-0.094, -0.168, 0.213], [0.139, 0.343, -0.375], [0.025, -0.001, -0.027], [0.080, -0.028, 0.001], [0.376, -0.403, 0.067], [-0.200, 0.251, -0.075], [0.170, -0.138, 0.002], [0.038, 0.054, -0.100], [-0.024, -0.032, 0.053], [0.027, -0.032, 0.018], [0.058, -0.102, 0.056], [-0.094, 0.023, 0.063], [-0.071, 0.035, 0.009], [0.355, -0.600, 0.428], [-0.157, 0.191, -0.054], [0.063, -0.172, 0.122], [0.014, -0.028, 0.018], [0.017, 0.001, -0.014], [0.005, 0.035, -0.002], [-0.006, -0.026, 0.020], [-0.012, 0.022, -0.008], [-0.014, 0.027, -0.016], [-0.002, 0.032, -0.034], [0.013, 0.008, -0.019], [-0.001, -0.005, -0.018], [-0.064, 0.019, 0.034], [0.041, 0.031, 0.055], [0.075, -0.051, 0.078], [0.004, -0.036, 0.023], [0.078, -0.027, -0.223], [-0.537, -0.292, 0.153], [0.118, 0.366, -0.064], [-0.329, -0.533, 0.024], [-0.493, 0.221, 0.197], [0.325, 0.296, -0.014], [0.023, 0.011, -0.015], [-0.008, -0.057, 0.005], [-0.064, 0.022, 0.000], [-0.035, -0.007, 0.043], [-0.035, 0.044, 0.026], [0.050, 0.021, 0.003], [-0.009, -0.008, -0.027], [0.037, 0.019, -0.033], [0.006, 0.002, -0.070], [-0.007, -0.080, 0.020]], "total_energy_ha": -2720.55084, "total_charge": 1, "spin_multiplicity": 5, "largest_force_ev_per_a": 0.82}

***

# 2
{"formula": "C21H20ClN5O", "method": "wB97M-V/def2-TZVPD", "species": ["C", "C", "C", "N", "C", "C", "C", "N", "N", "C", "C", "C", "N", "C", "O", "C", "C", "C", "C", "C", "C", "C", "Cl", "C", "C", "C", "C", "N", "H", "H", "H", "H", "H", "H", "H", "H", "H", "H", "H", "H", "H", "H", "H", "H", "H", "H", "H", "H"], "positions_angstrom": [[-6.0776, 1.1931, 0.7568], [-5.9032, 1.6650, -0.4669], [-5.3892, 3.0415, -0.7607], [-4.2028, 3.0049, -1.5984], [-3.0475, 2.3575, -1.3469], [-2.2002, 2.6248, -2.3992], [-0.8363, 2.1490, -2.5700], [-0.1017, 2.5115, -3.6164], [1.0877, 1.8900, -3.4632], [1.1116, 1.1569, -2.3370], [-0.0932, 1.2843, -1.7314], [-0.1364, 0.5028, -0.4675], [1.1921, -0.1689, -0.4875], [1.5349, -0.7948, 0.6858], [0.7006, -0.8477, 1.5745], [2.8616, -1.4903, 0.9065], [2.7614, -2.4642, 2.0474], [2.5213, -3.8091, 1.7930], [2.4081, -4.7343, 2.8180], [2.5397, -4.3196, 4.1344], [2.7740, -2.9836, 4.4158], [2.8756, -2.0718, 3.3776], [3.1378, -0.4025, 3.7838], [3.8113, -1.9027, -0.1957], [4.1834, -0.7923, 0.7324], [2.0471, 0.2452, -1.6183], [-2.9662, 3.4428, -3.2578], [-4.1697, 3.6728, -2.7610], [-6.4656, 0.1983, 0.9296], [-5.8424, 1.7916, 1.6298], [-6.1331, 1.0513, -1.3326], [-6.1179, 3.6226, -1.3248], [-5.1742, 3.5731, 0.1687], [-2.9187, 1.7680, -0.4535], [1.8036, 2.0275, -4.1523], [-0.2256, 1.1214, 0.4287], [-0.9295, -0.2454, -0.4129], [2.4160, -4.1330, 0.7644], [2.2178, -5.7742, 2.5880], [2.4580, -5.0314, 4.9451], [2.8713, -2.6399, 5.4363], [4.3026, -2.8576, -0.0761], [3.5796, -1.6694, -1.2210], [4.2046, 0.2259, 0.3750], [4.9199, -1.0003, 1.4963], [2.3240, -0.6015, -2.2483], [2.9579, 0.7456, -1.2854], [-2.6721, 3.8670, -4.2033]], "forces_ev_per_a": [[0.001, -0.001, 0.010], [-0.001, -0.014, -0.020], [-0.034, 0.030, -0.019], [-0.002, -0.030, 0.011], [0.020, 0.042, 0.064], [-0.031, -0.040, -0.071], [0.027, -0.019, 0.018], [-0.044, -0.021, -0.016], [0.077, 0.006, 0.002], [0.047, -0.048, 0.066], [-0.052, 0.068, -0.060], [0.007, -0.046, 0.054], [0.102, 0.196, 0.261], [-0.223, -0.027, -0.246], [0.056, -0.038, 0.034], [-0.121, -0.265, -0.018], [0.032, 0.108, 0.075], [0.000, -0.046, -0.010], [0.002, 0.002, 0.007], [0.003, -0.002, -0.012], [-0.002, -0.011, 0.010], [-0.014, 0.006, 0.000], [0.018, 0.017, 0.013], [0.016, 0.117, -0.165], [0.186, -0.040, 0.055], [-0.048, -0.083, -0.071], [0.037, 0.054, 0.083], [0.004, -0.031, -0.042], [0.001, 0.000, 0.004], [-0.001, 0.001, -0.002], [-0.001, 0.001, 0.003], [-0.003, -0.010, 0.005], [0.015, 0.006, -0.006], [0.006, 0.003, -0.002], [-0.017, 0.021, -0.010], [0.012, -0.004, -0.004], [0.005, -0.009, -0.058], [0.003, 0.020, -0.004], [0.000, -0.001, 0.005], [-0.001, 0.000, 0.000], [0.001, 0.012, -0.005], [0.004, 0.007, 0.099], [-0.019, 0.017, 0.025], [-0.078, 0.034, -0.057], [-0.004, 0.017, -0.004], [-0.001, -0.024, 0.011], [0.028, 0.017, -0.010], [-0.011, 0.009, -0.003]], "total_energy_ha": -1621.38699, "smiles": "C=CCn1cc(-c2n[nH]c3c2CN(C(=O)C2(c4ccccc4Cl)CC2)C3)cn1", "relative_energy_ev": 2.1048, "largest_force_ev_per_a": 0.34}